No. 1
{"formula": "C15H24N4O5S2", "method": "ωB97M-V/def2-TZVPD", "smiles": "CN(C)CCNC(=O)C(=O)NC[C@H]1OCCCN1S(=O)(=O)c1cccs1", "gap_ev": 8.94, "e_above_lowest_ev": 0.1125, "e_lumo_ha": 0.020, "species": ["C", "N", "C", "H", "H", "H", "C", "H", "C", "N", "C", "O", "C", "O", "N", "C", "H", "H", "C", "N", "S", "O", "O", "C", "C", "C", "C", "S", "H", "H", "H", "C", "H", "H", "C", "H", "H", "C", "H", "O", "H", "H", "H", "H", "H", "H", "H", "H", "H", "H"], "positions_angstrom": [[2.64164, 0.01815, -0.32363], [3.54453, -0.97432, 0.22294], [3.25392, -2.30198, -0.27163], [3.35425, -2.29585, -1.35673], [3.98000, -3.00299, 0.13822], [2.24078, -2.64573, -0.01978], [3.74638, -0.91187, 1.65031], [4.01919, 0.11698, 1.90272], [2.58026, -1.35217, 2.56342], [1.47373, -0.43287, 2.52319], [0.24701, -0.72836, 2.09338], [-0.15960, -1.82622, 1.74392], [-0.63911, 0.51641, 2.03011], [-0.18853, 1.62694, 2.25379], [-1.91159, 0.22694, 1.72439], [-2.83667, 1.23902, 1.30543], [-2.53886, 2.17691, 1.78022], [-3.85047, 0.98230, 1.61215], [-2.80601, 1.45978, -0.23106], [-1.46332, 1.28245, -0.74244], [-1.32646, 0.34900, -2.13596], [-2.53835, 0.38547, -2.90513], [-0.09140, 0.67574, -2.77827], [-1.17076, -1.28863, -1.48737], [-0.10582, -2.11949, -1.64570], [-0.32702, -3.39424, -1.08058], [-1.55655, -3.50437, -0.51602], [-2.47476, -2.05933, -0.67354], [-1.98114, -4.34673, -0.00833], [0.39714, -4.18812, -1.09680], [0.78824, -1.81137, -2.15421], [-0.70584, 2.52331, -0.77179], [0.29782, 2.27379, -1.11217], [-0.65600, 2.89459, 0.25448], [-1.37505, 3.54201, -1.70593], [-0.99738, 3.41792, -2.72053], [-1.14739, 4.55128, -1.36295], [-2.89292, 3.29017, -1.69609], [-3.45661, 4.21714, -1.80675], [-3.30735, 2.74914, -0.45143], [-3.16945, 2.60032, -2.50269], [-3.43362, 0.70648, -0.73831], [-2.09438, -0.74240, 1.48777], [1.63932, 0.54742, 2.72398], [2.19579, -2.32762, 2.25953], [2.95316, -1.42384, 3.59073], [4.60190, -1.55360, 1.88401], [2.86630, 0.99098, 0.10995], [2.80188, 0.07888, -1.40069], [1.57919, -0.20741, -0.15819]]}

***

No. 2
{"formula": "C15H24N4O5Tm", "method": "ωB97M-V/def2-TZVPD", "s2": 2.0025, "gap_ev": [3.64, 3.64], "total_charge": 1, "e_above_lowest_ev": 3.5701, "spin_multiplicity": 3, "e_lumo_ha": [-0.183, -0.184], "species": ["O", "H", "Tm", "N", "N", "O", "O", "C", "C", "C", "C", "H", "H", "H", "H", "H", "H", "H", "H", "O", "H", "H", "C", "H", "H", "H", "O", "H", "H", "C", "C", "C", "C", "N", "C", "C", "C", "C", "C", "C", "N", "H", "H", "H", "H", "H", "H", "H", "H"], "positions_angstrom": [[0.16218, -2.42522, -2.51674], [-0.28770, -2.13630, -3.34692], [0.13711, 0.32575, -0.06633], [2.18939, 0.97150, 0.55785], [0.10471, 2.60433, 0.43435], [3.34622, 0.16449, 0.74762], [-0.86762, 3.63489, 0.27590], [2.39547, 2.25467, 0.88382], [1.26978, 3.14958, 0.79909], [3.74747, 2.71478, 1.25653], [1.37383, 4.61502, 0.95959], [4.46753, 1.95238, 1.01330], [3.80675, 2.91778, 2.32962], [3.98894, 3.63807, 0.72432], [0.39786, 5.05614, 1.08158], [1.81639, 5.04469, 0.05196], [2.01461, 4.90161, 1.79852], [3.21638, -0.67495, 0.24521], [-1.69770, 3.22151, -0.03104], [-0.10802, 0.54321, 2.46136], [0.33677, 0.11311, 3.19780], [-0.25909, 1.46852, 2.69883], [0.24612, 0.85018, -2.38346], [0.43396, 0.04740, -3.11197], [1.04329, 1.59126, -2.46285], [-0.65995, 1.39867, -2.70818], [2.77855, -2.26628, -1.39753], [2.32696, -2.92708, -1.96208], [2.88187, -1.52260, -2.01033], [0.78377, -4.15170, 0.31193], [-0.44811, -4.64864, -0.14802], [-1.52035, -3.77853, -0.37898], [-1.36882, -2.42410, -0.04176], [-0.15784, -1.95529, 0.38525], [0.89901, -2.78255, 0.53264], [-2.49028, -1.44831, -0.12959], [-3.80950, -1.85424, -0.42038], [-4.85621, -0.95180, -0.22581], [-4.56338, 0.35803, 0.20251], [-3.22828, 0.73909, 0.36697], [-2.20859, -0.13775, 0.17051], [1.66543, -4.78863, 0.43063], [-0.55345, -5.69083, -0.41237], [-2.43481, -4.08334, -0.89600], [1.84597, -2.32509, 0.83824], [-3.96914, -2.86167, -0.80380], [-5.87830, -1.26120, -0.41546], [-5.35889, 1.07777, 0.38749], [-2.95033, 1.74165, 0.72616]]}

***

No. 3
{"formula": "C15H24N4ORhS4", "method": "ωB97M-V/def2-TZVPD", "gap_ev": 7.54, "total_charge": 3, "e_above_lowest_ev": 0.0000, "e_lumo_ha": -0.388, "species": ["Rh", "C", "C", "S", "C", "C", "S", "C", "C", "S", "H", "H", "H", "H", "H", "H", "H", "H", "H", "H", "H", "H", "C", "S", "O", "C", "C", "C", "C", "C", "C", "H", "H", "H", "H", "H", "H", "H", "H", "N", "C", "N", "N", "C", "N", "H", "H", "H", "H"], "positions_angstrom": [[0.10618, 0.38420, -0.47763], [-2.80542, -0.09510, -1.85353], [-3.06527, 0.09042, -0.37261], [-1.85622, 1.18441, 0.43352], [-2.16090, 2.77000, -0.43252], [-0.87810, 3.43207, -0.89100], [0.26760, 2.32428, -1.76145], [-0.64687, 1.91798, -3.29232], [-0.58665, 0.43150, -3.57217], [-1.07027, -0.58778, -2.15195], [-3.02089, 0.80348, -2.42780], [-3.42381, -0.90001, -2.25319], [-2.99109, -0.84841, 0.17539], [-4.05973, 0.50424, -0.19798], [-2.68358, 3.41662, 0.27305], [-2.83816, 2.57954, -1.26305], [-0.29843, 3.82255, -0.05390], [-1.09112, 4.27228, -1.55490], [-0.16881, 2.46993, -4.10213], [-1.66646, 2.28768, -3.19642], [0.42797, 0.09500, -3.79488], [-1.22280, 0.15235, -4.41494], [4.35981, 0.30904, -0.44669], [2.86805, -0.57853, -0.06297], [1.91210, -0.24785, -1.25701], [2.14492, 0.39890, 1.24660], [1.96331, -0.21610, 2.48333], [1.39720, 0.50927, 3.51513], [0.99415, 1.83196, 3.31298], [1.18551, 2.44123, 2.08802], [1.76886, 1.73068, 1.02793], [4.14321, 1.35101, -0.67199], [4.80810, -0.19218, -1.30436], [5.02084, 0.21523, 0.41702], [2.27057, -1.24386, 2.63070], [1.27356, 0.05283, 4.48834], [0.56627, 2.39359, 4.13279], [0.95025, 3.49171, 1.96732], [2.11047, 2.25891, 0.14493], [-1.35293, -4.59070, 2.13274], [-0.30490, -4.77486, 1.33043], [0.14650, -5.99302, 1.09422], [0.34628, -3.76451, 0.73176], [0.03509, -2.54579, 0.64342], [-0.12134, -1.38697, 0.53142], [-1.80990, -5.36545, 2.58841], [-1.62732, -3.66650, 2.41500], [-0.23911, -6.81083, 1.53896], [0.92326, -6.11440, 0.46402]]}

***

No. 4
{"formula": "C15H24N6O4S2Ti", "method": "ωB97M-V/def2-TZVPD", "gap_ev": [6.41, 6.41], "e_above_lowest_ev": 1.0030, "e_lumo_ha": [-0.003, -0.003], "species": ["Ti", "N", "N", "C", "N", "S", "H", "H", "H", "H", "H", "C", "O", "H", "H", "H", "C", "C", "N", "C", "C", "N", "C", "C", "H", "H", "H", "H", "H", "H", "H", "H", "H", "H", "H", "H", "O", "C", "N", "S", "O", "O", "C", "C", "C", "C", "C", "C", "H", "H", "H", "H"], "positions_angstrom": [[-0.66279, 0.07977, 0.52791], [-0.95561, -2.20451, 1.21579], [-1.59024, -1.80260, 2.44211], [-1.80105, -0.37046, 2.37609], [-1.70599, 0.20339, 3.66525], [-2.99090, 0.16441, 1.25726], [-1.44298, -3.01134, 0.84826], [0.00771, -2.48774, 1.38450], [-1.03806, -2.07579, 3.24588], [-0.74533, 0.22962, 3.98838], [-2.05620, 1.15134, 3.65678], [-0.88140, 3.09658, 0.79224], [-0.57619, 1.82766, 0.28455], [-0.42324, 3.23853, 1.77499], [-1.96701, 3.19781, 0.89744], [-0.51134, 3.86821, 0.11170], [-2.84350, -1.13445, -1.65077], [-3.18077, -1.57611, -3.09299], [-2.09319, -1.23629, -4.00789], [-0.91652, -2.00176, -3.61046], [-0.57099, -1.73887, -2.12614], [-1.43880, -0.66642, -1.56967], [-1.30893, 0.52560, -2.44733], [-1.79462, 0.18897, -3.87743], [-2.98086, -1.93431, -0.92395], [-3.47896, -0.31257, -1.32823], [-4.09438, -1.08866, -3.43741], [-3.34408, -2.65415, -3.14965], [-0.08508, -1.71824, -4.25824], [-1.11955, -3.06067, -3.78061], [0.46449, -1.43428, -2.01345], [-0.72359, -2.63125, -1.51617], [-0.26196, 0.83238, -2.43055], [-1.89122, 1.32982, -1.99814], [-1.03625, 0.45445, -4.61612], [-2.70034, 0.74692, -4.12188], [0.90431, 1.65117, 3.48378], [1.48254, 0.97120, 2.66989], [0.93967, -0.11314, 1.99374], [1.96095, -0.64730, 0.87895], [1.32394, -0.24078, -0.38933], [2.26949, -2.04700, 0.96959], [3.33569, 0.36441, 1.26550], [4.61849, 0.38154, 0.75539], [5.48672, 1.32266, 1.29315], [5.07195, 2.19496, 2.30057], [3.78012, 2.15047, 2.80425], [2.91210, 1.21400, 2.26892], [4.93115, -0.30286, -0.02060], [6.50305, 1.37752, 0.92674], [5.77521, 2.91468, 2.69785], [3.44436, 2.81346, 3.58956]]}

***

No. 5
{"formula": "C15H24O8", "method": "ωB97M-V/def2-TZVPD", "smiles": "C=C[C@@H]1OC(=O)O[C@@]1(O)CCCCCOCC.O=C1OCCO1", "gap_ev": 9.36, "e_lumo_ha": -0.014, "species": ["C", "C", "C", "O", "C", "O", "O", "C", "O", "C", "C", "C", "C", "C", "O", "C", "C", "H", "H", "H", "H", "H", "H", "H", "H", "H", "H", "H", "H", "H", "H", "H", "H", "H", "H", "H", "H", "C", "C", "O", "C", "O", "O", "H", "H", "H", "H"], "positions_angstrom": [[-1.62347, 4.44764, -1.25200], [-1.38147, 3.11913, -1.25743], [-0.13464, 2.61750, -1.87829], [-0.19484, 1.73060, -3.03462], [1.01903, 1.13364, -3.09442], [1.37530, 0.38660, -3.94288], [1.77379, 1.50497, -2.00484], [0.79223, 1.76919, -0.99562], [0.21444, 0.49279, -0.79390], [1.35031, 2.38299, 0.27091], [1.72363, 1.37486, 1.37220], [0.80496, 1.45792, 2.59547], [1.30932, 0.57460, 3.75865], [0.31580, -0.50589, 4.22341], [0.77811, -1.80300, 3.88325], [-0.00941, -2.51166, 2.93859], [0.13181, -4.01351, 3.19926], [-1.60238, 5.02190, -2.17534], [-1.83504, 5.00607, -0.34541], [-2.12059, 2.42841, -0.85232], [0.44781, 3.47772, -2.21956], [-0.53029, 0.57790, -0.18540], [2.23890, 2.95066, -0.00477], [0.60797, 3.08307, 0.65912], [2.73026, 1.61862, 1.71857], [1.76854, 0.35247, 1.00089], [0.78112, 2.49793, 2.92350], [-0.19934, 1.13417, 2.30375], [2.24322, 0.07769, 3.49647], [1.51451, 1.22822, 4.60776], [-0.67153, -0.32143, 3.79203], [0.23725, -0.46501, 5.31187], [-1.06007, -2.22640, 3.03240], [0.34705, -2.29724, 1.92472], [-0.83758, -4.50213, 3.29003], [0.68816, -4.51720, 2.41075], [0.66288, -4.17021, 4.13687], [-0.52165, -2.93364, -4.17585], [-1.04328, -1.59003, -3.71089], [-2.46360, -1.77008, -3.80871], [-2.73304, -3.09341, -3.73739], [-3.81978, -3.55877, -3.62050], [-1.59020, -3.81694, -3.81500], [0.39975, -3.23335, -3.68487], [-0.38137, -2.97444, -5.25716], [-0.78569, -1.37908, -2.67135], [-0.71692, -0.76387, -4.33192]]}

***

Number 1: strongest force on any atom 1.061 eV/Å. Number 2: strongest force on any atom 4.058 eV/Å. Number 3: strongest force on any atom 0.388 eV/Å. Number 4: strongest force on any atom 2.623 eV/Å. Number 5: strongest force on any atom 1.704 eV/Å.